(1)
ClFHOPS | ωB97M-V/def2-TZVPD

Atoms and positions in Å:
O 0.260491 -1.569055 -0.011110
P -0.216069 -0.862229 -1.171994
S -1.477261 -1.608387 -2.464190
Cl 0.321307 0.944337 -0.904282
F 0.719413 1.540717 1.808096
H 0.392119 1.554616 2.743479

Cartesian forces, eV/Å:
O 0.776 -1.159 1.015
P -2.479 -2.403 -1.118
S 1.427 1.389 0.780
Cl 0.251 2.104 -0.896
F -1.024 0.135 3.134
H 1.048 -0.066 -2.915

- LUMO (Eh) = -0.0322
- SMILES = O=P(=S)Cl.F
- F_max (eV/Å) = 3.6
- energy relative to the best compared isomer or geometry (same formula, charge and spin) (kcal/mol) = 54.3
- electronic energy (hartree) = -1375.464861

(2)
C49H95F12HgN7O13S4 | ωB97M-V/def2-TZVPD

Atoms and positions in Å:
Hg 16.207464 -14.650224 4.160022
C 17.007299 -18.795038 4.443272
F 15.822713 -18.850164 5.031880
F 17.934930 -18.545698 5.368742
F 17.314650 -19.900698 3.824605
S 16.980251 -17.345442 3.206453
O 17.896642 -16.333122 3.703550
O 17.347784 -17.836026 1.893590
N 15.392443 -16.533405 3.390134
S 14.414424 -17.371349 2.383449
O 13.956002 -16.536068 1.292454
O 14.845603 -18.682522 2.009423
C 12.873703 -17.541834 3.508225
F 12.006748 -16.565070 3.250598
F 12.173756 -18.642503 3.182873
F 13.153689 -17.562581 4.809553
C 16.991942 -13.189588 0.250012
F 17.954414 -12.600195 -0.467010
F 15.818311 -12.820302 -0.198425
F 17.148149 -14.490859 0.096492
S 17.122995 -12.528687 2.074909
O 17.989747 -13.477185 2.750864
O 17.625992 -11.182127 1.985186
N 15.651916 -12.863338 2.975742
S 14.795696 -11.557506 2.743579
O 15.232417 -10.381760 3.510273
O 14.511621 -11.300937 1.366705
C 13.176948 -12.133553 3.558898
F 12.886507 -13.358054 3.100453
F 13.363213 -12.328558 4.869441
F 12.203949 -11.300923 3.344804
C 19.721830 -26.823878 2.693966
C 18.497453 -25.926746 2.851764
C 17.802677 -26.210944 4.205183
C 16.998795 -25.054803 4.788822
C 17.866097 -23.792393 4.867399
C 18.290428 -23.372771 3.466926
N 18.996652 -24.547224 2.894436
O 19.742498 -24.191895 1.765095
C 17.125639 -22.846169 2.569628
C 19.332762 -22.249964 3.644128
C 17.497165 -26.179051 1.675762
H 19.591454 -27.746730 3.262872
H 20.589595 -26.337822 3.147424
H 20.029424 -27.060583 1.676381
H 16.990936 -26.896729 3.946371
H 18.500038 -26.621639 4.935550
H 16.527654 -25.271366 5.745139
H 16.226067 -24.867844 4.035059
H 18.803125 -24.106834 5.335986
H 17.389622 -22.932785 5.339066
H 17.044971 -23.448538 1.669775
H 16.133036 -22.908132 3.035094
H 17.198905 -21.768276 2.443709
H 20.308851 -22.650022 3.930870
H 19.513867 -21.558638 2.820968
H 19.020005 -21.639101 4.493930
H 18.049472 -26.122065 0.737686
H 16.659911 -25.493073 1.797166
H 17.076517 -27.187787 1.642872
H 20.656247 -24.081101 2.053110
C 11.134823 -25.337409 5.677666
C 12.416281 -24.508618 5.350933
C 12.637388 -24.521114 3.832137
C 11.800419 -23.563728 3.069152
C 12.017970 -22.149382 3.639607
C 11.837081 -22.027467 5.176330
N 12.363430 -23.167502 5.978722
O 11.970909 -23.238430 7.314271
C 12.582712 -20.817188 5.677046
C 10.303106 -21.937472 5.461290
C 13.610833 -25.269594 5.960226
H 10.457255 -24.757080 6.295719
H 11.389032 -26.287929 6.149280
H 10.667973 -25.683649 4.752126
H 13.673524 -24.261358 3.583749
H 12.442739 -25.499928 3.384394
H 10.723765 -23.766746 3.114894
H 12.027137 -23.525594 2.001719
H 11.396420 -21.430464 3.107361
H 13.055760 -21.855332 3.447594
H 13.325363 -21.047835 6.446636
H 13.076194 -20.188218 4.937392
H 12.018314 -20.098562 6.289357
H 9.872899 -22.914960 5.276313
H 10.215442 -21.593353 6.491769
H 9.922915 -21.110916 4.859021
H 13.770983 -26.170830 5.361191
H 13.562125 -25.563154 7.009570
H 14.553296 -24.716782 5.895664
H 12.624654 -22.692574 7.766715
C 16.418635 -22.722810 -2.173395
C 15.415035 -21.897747 -1.291277
C 16.205269 -20.979159 -0.365268
C 16.748163 -19.700685 -0.944068
C 15.657938 -18.958701 -1.716261
C 14.763121 -19.799161 -2.685405
N 14.438149 -21.090578 -2.050254
O 13.702758 -21.903939 -2.947646
C 13.403063 -19.089773 -2.862999
C 15.605013 -19.879973 -3.975009
C 14.579456 -22.873612 -0.444531
H 16.995543 -22.048143 -2.798450
H 15.833591 -23.469534 -2.713487
H 17.047253 -23.305376 -1.500455
H 15.698726 -20.731273 0.575083
H 17.048935 -21.562813 0.019119
H 17.462296 -19.940098 -1.746451
H 17.304642 -19.052824 -0.271029
H 16.105498 -18.178936 -2.340172
H 15.104028 -18.339045 -0.999768
H 12.799948 -19.322450 -1.988394
H 13.642324 -18.041159 -3.030788
H 12.831460 -19.560324 -3.663934
H 16.579856 -20.368276 -3.925048
H 15.135756 -20.577331 -4.681364
H 15.674679 -18.860015 -4.343916
H 15.140664 -23.567759 0.187759
H 13.897876 -23.465570 -1.051964
H 14.024388 -22.282838 0.288495
H 14.340564 -22.151220 -3.637836
C 21.590365 -14.632119 0.345491
C 22.762729 -15.111840 1.207629
C 22.520741 -14.576115 2.645432
C 21.481486 -15.311169 3.408599
C 21.712598 -16.795031 3.384813
C 21.922316 -17.431117 2.012844
N 22.838892 -16.603323 1.246105
O 23.048398 -17.049812 -0.101881
C 22.512513 -18.817738 2.152458
C 20.521420 -17.496162 1.307869
C 24.078127 -14.594107 0.647740
H 21.542892 -13.583473 0.057812
H 20.635251 -14.894359 0.808463
H 21.532285 -15.260713 -0.548632
H 23.505881 -14.646748 3.116180
H 22.155109 -13.562516 2.461689
H 20.473915 -15.047851 3.070134
H 21.478183 -14.963817 4.448188
H 20.770596 -17.196324 3.776745
H 22.527068 -17.123679 4.036154
H 22.441037 -19.389455 1.222949
H 23.596029 -18.893363 2.296161
H 22.073063 -19.341417 3.002835
H 20.544972 -17.534526 0.219733
H 19.972316 -18.404290 1.604636
H 19.689352 -16.851038 1.605564
H 24.966909 -15.016334 1.124988
H 24.204595 -13.511677 0.735007
H 24.196984 -14.799423 -0.416810
H 23.932677 -17.415519 0.010047
C 18.189306 -12.837343 8.055260
C 18.004075 -14.008154 7.078342
C 18.540139 -15.311040 7.645576
C 17.654236 -15.749135 8.837800
C 16.313480 -16.171328 8.215620
C 15.570264 -14.955846 7.626732
N 16.547131 -14.295810 6.704105
O 15.946447 -13.168065 6.070148
C 14.474101 -15.544577 6.778139
C 15.103531 -14.021765 8.785380
C 18.713873 -13.674778 5.808401
H 18.038313 -13.006300 9.117011
H 17.630316 -11.948594 7.734618
H 19.194974 -12.420553 7.952792
H 18.499265 -16.081764 6.871310
H 19.568044 -15.317963 8.010696
H 17.326698 -14.928273 9.478915
H 18.153713 -16.484477 9.463931
H 15.745211 -16.555348 9.066707
H 16.538309 -16.975949 7.514236
H 14.803169 -16.348567 6.112219
H 13.676291 -16.083171 7.296355
H 13.984153 -14.789626 6.153729
H 14.921034 -14.572256 9.700926
H 15.872710 -13.265947 8.948558
H 14.278787 -13.431062 8.384091
H 19.791143 -13.646186 6.021569
H 18.588715 -12.646150 5.461063
H 18.691595 -14.356500 4.961722
H 16.094287 -12.398393 6.651393

Cartesian forces, eV/Å:
Hg -0.111 0.619 0.360
C 0.048 0.712 0.160
F -0.007 -0.346 -0.004
F -0.148 0.116 -0.168
F -0.294 -0.103 -0.129
S 0.146 0.816 -1.912
O -0.262 -0.025 1.015
O -0.958 0.250 1.773
N 3.173 -3.353 -0.842
S -2.987 1.545 -2.015
O 0.446 -0.401 1.414
O 0.266 -0.143 1.300
C -1.247 -0.422 -0.878
F 0.702 0.770 0.328
F 1.010 -0.314 0.172
F 0.170 0.001 -0.216
C 0.006 0.650 -0.381
F -0.235 0.102 0.659
F -0.167 -0.188 -0.374
F -0.143 -0.059 0.878
S 1.386 -0.876 0.875
O 0.135 -0.507 -0.268
O -1.330 -1.042 -0.130
N 2.659 0.679 -2.336
S -2.430 4.099 1.828
O -0.585 -2.205 -0.543
O -0.109 -0.449 -0.088
C 1.506 -1.252 -0.056
F -0.369 0.073 -0.646
F 0.084 0.676 0.430
F -0.377 0.387 -0.115
C 0.578 -0.294 0.539
C -0.384 0.390 -0.489
C -0.850 -0.046 -0.183
C 0.493 1.154 -0.818
C -0.056 -0.885 -0.552
C 0.260 -0.012 -1.041
N 0.475 0.484 1.257
O -0.316 -0.047 -0.930
C -0.472 -0.117 1.050
C 0.359 0.127 0.524
C 0.501 -0.208 0.517
H -0.136 -0.163 -0.276
H -0.096 0.060 0.113
H -0.383 0.040 -0.120
H 0.576 -0.816 0.355
H -0.008 -0.100 -0.060
H 0.102 -0.309 -0.086
H -0.397 0.114 0.415
H -0.069 0.490 0.559
H -0.008 -0.164 0.309
H 0.265 0.581 -0.354
H 0.104 -0.442 0.293
H 0.347 -0.154 -0.782
H -0.076 -0.198 0.023
H -0.313 -0.316 -0.314
H -0.057 0.088 -0.037
H -0.282 0.717 -0.124
H 0.008 0.084 -0.537
H 0.133 -0.092 0.507
H -0.123 -0.100 0.190
C 0.244 -0.310 -0.617
C -0.188 -1.140 1.491
C 0.515 0.246 -0.440
C -1.158 1.937 0.075
C 1.097 -0.789 0.297
C -1.839 -0.496 0.745
N 1.907 -0.582 -3.170
O -0.572 0.344 0.016
C 0.357 1.844 1.401
C 1.448 1.161 0.139
C 0.798 -0.050 -0.222
H -0.173 -0.277 0.028
H 0.038 0.233 0.451
H -0.401 0.460 0.013
H 0.131 -0.129 0.271
H 0.255 -0.295 0.670
H 0.059 -0.323 0.170
H 0.220 -0.233 0.040
H -0.115 0.165 0.342
H 0.053 -0.100 -0.253
H 0.387 -0.558 -0.478
H 0.001 -0.359 -0.261
H -0.720 -0.120 -0.492
H -0.495 0.211 -0.035
H -0.421 -0.519 0.121
H -0.442 -0.356 -0.227
H -0.070 -0.156 0.162
H -0.654 0.065 -0.012
H -0.335 0.309 -0.274
H 0.038 -0.183 0.077
C -1.153 0.267 0.825
C 0.227 -0.296 -0.263
C 0.866 -0.058 1.533
C 0.039 -0.253 -2.515
C -0.498 1.115 0.716
C 1.013 -0.224 1.352
N 0.056 -0.032 0.448
O 0.391 0.051 -0.136
C 0.839 -0.817 -0.430
C -0.920 -1.112 -0.411
C -0.066 0.194 0.591
H 0.182 -0.341 -0.192
H 0.202 0.161 -0.490
H 0.268 0.197 -0.055
H -0.669 -0.045 -0.339
H 0.037 -0.117 -0.199
H 0.322 -0.306 0.302
H -0.350 -0.104 0.319
H 0.202 -0.101 -0.050
H -0.613 -0.505 -0.005
H 0.222 0.622 0.333
H -0.664 0.144 -0.023
H 0.217 0.374 -0.400
H 0.257 0.633 0.760
H -0.443 0.687 -0.386
H 0.127 -0.207 -0.531
H 0.508 0.032 -0.371
H -0.044 0.134 -0.056
H -0.341 0.037 -0.261
H -0.232 -0.117 -0.042
C -0.903 -1.207 -0.645
C -0.981 -0.256 0.297
C 0.907 0.165 -1.459
C -0.294 0.171 0.544
C -0.524 -0.699 0.445
C -1.517 1.110 -1.224
N 1.378 1.430 0.263
O -0.160 -0.506 0.828
C 0.593 -0.887 -0.383
C -1.045 -1.469 0.358
C 0.725 0.320 -0.326
H 0.427 0.069 0.157
H 0.068 0.336 0.372
H 0.358 0.373 -0.269
H -0.193 0.449 0.418
H 0.647 0.279 0.466
H 0.065 -0.220 -0.328
H 0.140 -0.078 0.033
H 0.294 -0.570 0.140
H 0.047 0.306 0.107
H -0.744 -0.081 0.123
H 0.016 0.875 0.429
H -0.297 -0.176 -0.270
H 0.352 0.125 0.014
H 0.667 -0.496 -0.112
H 0.866 1.069 0.066
H -0.250 -0.227 0.274
H -0.424 0.046 0.193
H -0.275 -0.141 -0.008
H -0.025 -0.095 -0.491
C 0.311 0.962 -0.469
C -0.656 -0.283 0.289
C -0.409 -0.590 1.449
C -0.641 0.395 -1.154
C 1.029 -0.295 1.479
C 1.168 -0.984 0.722
N 0.288 -0.721 -0.742
O 0.098 0.779 1.006
C -1.164 -0.061 -0.916
C 0.453 0.472 -1.798
C 1.945 1.120 -0.572
H -0.247 -0.251 -0.108
H -0.403 -0.180 0.186
H 0.208 -0.491 0.017
H -0.054 -0.025 -0.031
H 0.164 0.807 -0.417
H 0.863 0.189 0.202
H -0.237 -0.273 -0.133
H -0.520 -0.242 -0.466
H -0.524 0.073 -0.267
H 0.612 0.309 -0.024
H 0.077 0.483 0.619
H -0.077 0.049 0.123
H -0.398 0.103 -0.017
H 0.086 -0.205 0.362
H -0.477 -0.259 0.568
H -0.033 -0.223 0.262
H -0.657 -0.123 -0.139
H -0.583 -0.278 0.130
H -0.244 0.035 -0.260

- LUMO (Eh) = -0.0550
- F_max (eV/Å) = 5.1
- energy relative to the best compared isomer or geometry (same formula, charge and spin) (kcal/mol) = 50.4
- electronic energy (hartree) = -6229.534361

- The highest electronic energy belongs to which entry?
  ClFHOPS

- Which of these has the lowest energy relative to the best compared isomer or geometry (same formula, charge and spin)?
  C49H95F12HgN7O13S4

- Number 1 is which compound?
  ClFHOPS